1.
DFT (the ωB97M-V functional and the def2-TZVPD basis) results for a cluster of 11 separate species, C40H78O29S4 in total at a distorted geometry.

## Properties
- electronic energy (Ha) = -5345.595292
- SMILES = C[C@H]1COC(=O)O1.C[C@H]1COC(=O)O1.C[C@H]1COC(=O)O1.C[C@H]1COC(=O)O1.C[C@H]1COC(=O)O1.CCOS(C)(=O)=O.CCOS(C)(=O)=O.CCOS(C)(=O)=O.CCOS(C)(=O)=O.C1CCOC1.C1CCOC1
- Kohn-Sham gap (eV) = 9.9

CARTESIAN COORDINATES (ANGSTROEM)
1 C 0.028 -2.824 -3.382
2 C -0.326 -1.370 -3.562
3 C -0.341 -0.884 -4.991
4 O -1.744 -0.948 -5.358
5 C -2.462 -0.959 -4.188
6 O -3.649 -0.883 -4.089
7 O -1.691 -1.032 -3.132
8 H 1.025 -2.915 -3.705
9 H -0.571 -3.388 -4.070
10 H -0.221 -3.160 -2.356
11 H 0.268 -0.711 -2.961
12 H 0.232 -1.575 -5.619
13 H 0.156 0.125 -5.101
14 C 4.611 1.008 -0.878
15 C 4.384 1.091 -2.383
16 C 5.440 0.326 -3.261
17 O 4.644 -0.416 -4.167
18 C 3.359 -0.444 -3.759
19 O 2.558 -1.097 -4.387
20 O 3.137 0.385 -2.740
21 H 5.648 1.422 -0.653
22 H 4.609 -0.010 -0.589
23 H 3.901 1.459 -0.263
24 H 4.223 2.122 -2.716
25 H 5.979 -0.405 -2.676
26 H 6.073 1.080 -3.770
27 C -5.303 -0.372 3.576
28 C -5.845 1.055 3.515
29 C -5.195 1.947 4.623
30 O -4.094 2.600 3.989
31 C -4.279 2.501 2.656
32 O -3.637 3.107 1.859
33 O -5.372 1.743 2.385
34 H -4.224 -0.325 3.627
35 H -5.593 -0.943 2.655
36 H -5.724 -0.818 4.481
37 H -6.941 0.995 3.475
38 H -4.774 1.389 5.392
39 H -5.848 2.724 5.063
40 C 5.301 -6.939 -2.874
41 C 4.537 -5.590 -3.091
42 C 3.034 -5.547 -2.565
43 O 2.833 -4.195 -2.054
44 C 4.037 -3.571 -2.028
45 O 4.265 -2.438 -1.673
46 O 5.080 -4.478 -2.314
47 H 6.322 -6.849 -3.233
48 H 4.808 -7.688 -3.493
49 H 5.336 -7.261 -1.875
50 H 4.481 -5.332 -4.187
51 H 2.790 -6.291 -1.792
52 H 2.270 -5.623 -3.394
53 C 0.727 -0.853 -0.156
54 C -0.663 -0.137 0.175
55 C -1.227 -0.796 1.429
56 O -1.057 0.257 2.413
57 C -0.688 1.402 1.858
58 O -0.482 2.401 2.437
59 O -0.589 1.215 0.531
60 H 1.398 -1.028 0.745
61 H 1.314 -0.297 -0.959
62 H 0.579 -1.794 -0.650
63 H -1.335 -0.357 -0.657
64 H -0.654 -1.676 1.796
65 H -2.313 -0.988 1.291
66 C 0.441 9.067 0.409
67 C 0.211 8.634 1.807
68 O -0.003 7.207 1.890
69 S -1.506 6.682 1.676
70 C -1.635 5.352 2.778
71 O -2.478 7.701 1.968
72 O -1.509 6.119 0.381
73 H -0.332 8.815 -0.249
74 H 1.372 8.612 0.087
75 H 0.687 10.130 0.358
76 H 1.010 8.799 2.504
77 H -0.644 9.164 2.224
78 H -1.286 5.750 3.735
79 H -0.945 4.626 2.301
80 H -2.640 4.934 2.701
81 C 2.091 5.283 -0.419
82 C 1.901 3.979 0.243
83 O 3.106 3.736 1.062
84 S 3.177 2.701 2.250
85 C 2.431 3.541 3.554
86 O 2.355 1.516 1.967
87 O 4.567 2.492 2.502
88 H 3.046 5.340 -0.991
89 H 2.310 6.006 0.383
90 H 1.293 5.671 -1.081
91 H 0.976 4.017 0.912
92 H 1.817 3.153 -0.434
93 H 2.541 4.577 3.387
94 H 2.664 3.179 4.509
95 H 1.325 3.366 3.355
96 C 4.036 -2.362 1.851
97 C 3.192 -3.622 1.895
98 O 3.605 -4.518 0.835
99 S 4.275 -5.935 1.113
100 C 5.962 -5.675 0.637
101 O 4.221 -6.271 2.513
102 O 3.723 -6.824 0.135
103 H 5.074 -2.632 1.836
104 H 3.970 -1.663 2.739
105 H 3.821 -1.838 0.922
106 H 3.145 -4.229 2.816
107 H 2.180 -3.365 1.593
108 H 6.009 -5.547 -0.426
109 H 6.489 -6.625 0.892
110 H 6.470 -4.848 1.226
111 C -5.405 3.750 -1.969
112 C -3.988 4.058 -1.755
113 O -3.249 3.505 -2.927
114 S -2.057 2.571 -2.581
115 C -0.700 3.537 -1.880
116 O -2.521 1.646 -1.617
117 O -1.520 2.166 -3.849
118 H -5.961 4.075 -1.088
119 H -5.529 2.674 -2.032
120 H -5.755 4.255 -2.863
121 H -3.765 5.086 -1.694
122 H -3.526 3.574 -0.826
123 H -0.116 2.679 -1.662
124 H -0.940 3.994 -0.946
125 H -0.249 4.171 -2.649
126 C -4.974 -1.541 -0.441
127 C -6.390 -2.091 -0.708
128 C -7.256 -0.798 -0.796
129 O -6.519 0.121 -0.003
130 C -5.170 -0.060 -0.474
131 H -4.239 -1.856 -1.211
132 H -4.683 -1.859 0.554
133 H -6.635 -2.799 0.038
134 H -6.338 -2.693 -1.601
135 H -8.257 -0.882 -0.378
136 H -7.262 -0.490 -1.797
137 H -4.455 0.624 0.036
138 H -5.020 0.283 -1.509
139 C -0.023 -5.967 1.737
140 C -0.151 -6.167 3.301
141 C 0.115 -4.726 3.784
142 O -0.208 -3.842 2.766
143 C -0.705 -4.582 1.599
144 H -0.511 -6.665 1.141
145 H 1.063 -5.860 1.500
146 H 0.602 -6.882 3.546
147 H -1.147 -6.505 3.562
148 H 1.118 -4.501 4.124
149 H -0.589 -4.584 4.629
150 H -0.353 -4.118 0.711
151 H -1.794 -4.640 1.661

Forces on the atoms, in the same order (eV/Å):
-1.793 0.644 0.622
-0.593 1.007 0.591
0.836 0.144 -0.717
0.325 0.259 0.938
-0.929 0.543 -0.858
-0.227 -0.088 -0.665
1.636 -1.024 0.602
1.423 -0.359 0.212
-0.519 -0.543 -0.387
0.611 0.067 -0.515
0.615 0.047 0.302
-0.323 0.143 -0.083
-1.200 -0.821 0.048
2.522 0.171 -1.353
-0.410 -0.565 0.076
-0.774 1.210 0.731
0.121 0.207 -0.102
-0.132 -0.301 -1.532
0.115 0.537 1.191
0.332 -0.098 0.091
-1.316 -0.355 -0.165
0.198 -1.251 0.175
-1.213 1.192 0.628
0.201 -0.167 -0.021
0.488 0.117 0.270
-0.175 -0.840 0.063
-0.616 0.200 -0.856
0.643 -0.112 0.995
-1.299 0.792 -0.301
-0.317 -0.392 -0.554
-0.935 0.373 0.428
0.152 -0.301 -0.486
0.726 0.432 -1.469
0.392 -0.211 0.147
0.122 0.476 0.901
0.198 -0.282 -0.170
0.349 0.587 0.143
0.502 -1.165 1.474
0.098 -0.389 -0.402
-0.581 1.708 -1.558
-1.482 -0.123 0.455
-0.758 -0.312 -1.244
1.741 0.055 -0.475
1.019 -0.254 1.090
-0.625 -1.493 -0.715
-1.183 0.518 -0.771
0.121 0.139 -0.144
-0.043 -0.059 0.083
-0.289 -0.294 1.358
0.551 -0.051 1.093
0.340 0.532 -0.169
1.015 -0.181 0.720
0.846 2.066 -0.146
1.524 -3.011 -0.155
-0.392 0.322 0.507
-0.457 -0.885 0.985
-0.245 -2.262 -1.366
0.237 1.889 0.800
0.596 1.207 -0.892
-0.902 0.496 -0.965
-0.583 -0.268 1.238
-0.572 -0.694 0.073
0.067 0.880 -0.086
-0.636 0.533 -0.336
0.613 -0.096 0.444
2.408 0.602 0.383
-1.056 0.218 0.830
-0.695 -0.138 0.562
-0.747 0.674 0.067
1.309 -0.020 -0.283
0.655 0.108 0.239
-0.112 -0.661 -1.982
-1.209 -0.297 -0.855
0.068 -0.389 -0.450
-0.473 0.095 0.122
0.739 0.228 -0.027
-0.237 -0.223 0.086
-0.362 -0.634 0.116
-0.327 0.119 0.879
0.119 0.262 0.278
1.692 1.903 -0.433
-1.349 -0.576 1.631
-0.195 0.314 -0.265
-0.597 -2.848 -0.624
-3.213 0.111 -1.455
1.108 1.711 -0.025
0.051 0.334 -0.105
-0.638 -0.485 0.059
-0.579 0.088 -0.248
0.151 -0.563 0.668
1.216 -0.302 -0.776
-0.140 -0.565 -0.305
0.674 1.210 0.300
0.677 -0.484 1.149
1.142 0.015 0.444
0.170 0.394 0.982
-0.637 0.067 0.373
0.493 -0.832 -0.296
0.408 0.423 0.300
1.153 -0.162 1.579
-0.187 0.333 -0.610
-0.099 -0.059 0.209
0.729 -0.228 -0.138
-0.550 -0.863 -0.991
-0.007 0.181 0.110
0.282 0.689 -0.202
-0.270 -0.057 0.291
-0.027 0.430 -0.422
-0.468 0.610 -0.118
-0.908 -0.898 -0.816
-0.699 -0.237 0.550
1.960 -1.860 1.033
-0.233 1.132 0.400
1.189 1.170 -1.431
-1.226 -0.496 -0.742
-0.038 -1.105 0.843
-0.322 -0.477 0.223
-0.168 0.148 -0.140
-0.165 -0.114 -0.237
-0.279 -0.079 -0.092
0.266 1.284 -0.198
-1.000 0.590 -1.124
1.238 -0.596 0.253
-0.345 0.638 0.450
-0.267 -0.122 0.287
0.546 -0.544 -0.170
0.592 0.485 -0.984
0.736 -1.500 1.931
0.482 0.628 -0.424
0.393 1.510 -0.208
-0.350 0.065 0.625
0.453 -0.143 0.150
-0.725 -0.386 1.161
-0.426 0.109 -0.688
-0.006 -0.029 -0.098
-0.299 0.666 -1.613
-0.631 -0.795 0.426
-0.651 -0.050 -0.143
0.353 2.340 2.109
0.693 0.676 -2.272
-1.168 -1.091 1.542
-0.610 0.410 -2.080
1.067 -0.884 1.651
-0.598 -1.514 -0.950
-0.839 -0.228 -0.099
0.353 -0.482 0.821
-0.062 -0.091 0.128
0.357 -0.292 0.102
0.495 0.326 -0.082
-0.005 0.882 -0.739
0.027 -0.024 -0.220

=====

2.
DFT (the ωB97M-V functional and the def2-TZVPD basis) results for a cluster of 2 separate species, C6H13N2O in total at a distorted geometry.

## Properties
- total charge = +1
- electronic energy (Ha) = -420.742630
- Kohn-Sham gap (eV) = 8.7
- energy relative to the best compared isomer or geometry (same formula, charge and spin) (kJ/mol) = 552.3

CARTESIAN COORDINATES (ANGSTROEM)
1 C 0.391 -1.954 1.832
2 C -0.933 -2.158 1.841
3 C 1.783 0.537 -0.972
4 C 0.761 2.538 0.280
5 C -1.891 -0.482 -1.258
6 C 0.527 1.174 -0.589
7 N -1.148 -0.518 -0.029
8 N -0.241 0.214 0.199
9 O 1.515 -1.815 1.684
10 H -1.465 -2.351 2.790
11 H -1.360 -1.436 1.088
12 H -1.164 -3.207 1.393
13 H 2.490 0.323 -0.170
14 H 1.623 -0.532 -1.542
15 H 2.439 1.074 -1.732
16 H 1.780 2.845 -0.047
17 H 0.887 2.306 1.449
18 H -0.054 3.406 0.074
19 H -1.431 0.376 -1.886
20 H -2.992 -0.424 -1.233
21 H -1.518 -1.434 -1.734
22 H 0.003 1.516 -1.440

Forces on the atoms, in the same order (eV/Å):
4.089 0.370 -0.256
-2.510 -4.442 1.562
2.701 -3.308 -2.820
-0.334 -0.354 0.963
1.884 0.539 -3.027
-1.435 2.720 1.436
-3.469 0.689 -1.480
3.200 0.409 2.688
-2.027 -0.335 0.617
0.643 0.969 0.057
-0.323 0.992 -0.641
0.840 1.522 0.087
-0.362 0.008 0.367
0.124 2.439 1.434
-1.318 -0.097 0.909
-0.891 0.323 0.198
-0.614 0.469 -2.638
1.999 -2.316 0.554
-1.308 -1.415 0.664
0.693 -0.167 0.542
-0.969 0.780 -0.017
-0.612 0.204 -1.198

=====

3.
DFT (the ωB97M-V functional and the def2-TZVPD basis) results for a cluster of 2 separate species, CH2BrNO3S in total at a distorted geometry.

## Properties
- electronic energy (Ha) = -3291.854717
- Kohn-Sham gap (spin up / spin down) (eV) = 6.8 / 8.6
- energy relative to the best compared isomer or geometry (same formula, charge and spin) (kJ/mol) = 371.7

CARTESIAN COORDINATES (ANGSTROEM)
1 C -0.136 0.704 -2.251
2 N 0.771 -0.571 1.274
3 O -0.665 1.568 -2.823
4 O -0.929 1.217 1.929
5 O -1.722 -0.788 0.887
6 S -0.704 0.201 0.938
7 Br 0.870 -0.658 -2.865
8 H 1.693 -0.170 1.206
9 H 0.821 -1.503 1.706

Forces on the atoms, in the same order (eV/Å):
-1.548 2.044 0.912
-0.300 -0.964 0.108
0.075 -0.130 0.176
0.393 1.240 -0.013
-0.666 -1.662 -0.744
1.854 0.027 1.079
1.411 -1.931 -0.778
-0.463 0.748 -0.210
-0.755 0.628 -0.529

=====

> electronic energy of number 2 (C6H13N2O)?

-420.742630 Ha